(1)
Formula: C9H13NSr
Source: the OMol25 dataset
Level of theory: wB97M-V/def2-TZVPD

Geometry as XYZ:
```
24
Properties=species:S:1:pos:R:3
Sr -0.358 0.241 1.222
N 1.107 1.608 -0.113
C -1.439 -1.433 -0.965
C -1.378 -2.159 0.259
C 0.224 2.176 -0.998
C -0.114 -1.289 -1.455
C -1.175 2.195 -0.649
C 0.845 -0.385 3.386
C 0.644 2.641 -2.259
C 0.772 -1.891 -0.528
C -0.006 -2.440 0.531
H -2.237 -2.563 0.815
H 0.392 -1.314 3.760
H 1.937 -0.466 3.286
H 1.683 2.612 -2.528
H -0.125 2.969 -2.957
H 0.162 -0.884 -2.421
H 1.840 -2.033 -0.670
H -1.521 2.523 0.348
H 2.091 1.683 -0.416
H -2.344 -1.159 -1.498
H -1.893 1.914 -1.429
H 0.374 -3.066 1.347
H 0.521 0.520 3.931
```

Calculated values
spin multiplicity: 1
gap between HOMO and LUMO: 3.4017 eV
net charge: -2
highest occupied orbital energy: 1.9 eV

(2)
Formula: C22H27N3O7
Source: the OMol25 dataset
Level of theory: wB97M-V/def2-TZVPD

Geometry as XYZ:
```
59
Properties=species:S:1:pos:R:3
O 5.267 -2.261 0.887
O -5.944 -0.981 1.569
O 4.754 -0.414 -1.230
O -0.257 0.279 2.572
O -0.558 -1.374 -2.410
O -1.899 3.342 -1.022
O -5.558 -2.712 0.226
N -0.500 1.578 -1.050
N -2.424 -0.798 -1.299
N 1.227 1.542 1.354
C -0.781 2.570 1.921
C 2.282 0.615 1.237
C -5.132 -1.828 0.920
C 4.309 -1.287 0.987
C 5.939 -1.176 -1.157
C 0.033 1.093 -3.383
C -3.675 -1.535 1.207
C 4.040 -0.402 -0.061
C -0.945 2.749 -0.558
C -2.740 -2.485 0.458
C -3.339 0.122 -0.664
C 3.579 -1.182 2.164
C -1.311 -0.509 -1.999
C 3.020 0.529 0.063
C 2.584 -0.237 2.297
C -1.008 0.977 -2.270
C 5.673 -2.500 -0.443
C -3.319 -0.086 0.853
C 0.062 1.309 2.025
C 1.263 2.869 0.757
C -2.754 -2.188 -1.040
C -0.212 3.268 0.684
H -3.547 -1.664 2.287
H -3.052 -3.518 0.614
H 2.839 1.167 -0.787
H 6.576 -3.109 -0.387
H 6.709 -0.617 -0.607
H 0.298 2.136 -3.535
H -0.357 4.349 0.713
H 2.020 -0.175 3.212
H -0.620 3.166 2.822
H -3.749 -2.395 -1.446
H -1.843 2.343 1.848
H 0.920 0.520 -3.124
H 1.747 2.867 -0.219
H -6.872 -1.199 1.388
H -4.021 0.601 1.326
H 1.817 3.553 1.412
H -2.317 0.110 1.236
H 6.266 -1.337 -2.185
H -0.371 0.690 -4.306
H -3.093 1.156 -0.896
H 0.284 1.101 -0.634
H -2.019 -2.804 -1.560
H -4.348 -0.083 -1.045
H -1.911 1.523 -2.556
H 3.809 -1.861 2.969
H -1.729 -2.359 0.847
H 4.888 -3.049 -0.980
```

Calculated values
spin multiplicity: 1
gap between HOMO and LUMO: 8.9289 eV
highest occupied orbital energy: -8.3 eV
ΔE to the lowest compared entry with this formula, charge and spin: 2.8 kcal/mol

(3)
Formula: C6H15NS
Source: the OMol25 dataset
Level of theory: wB97M-V/def2-TZVPD

Geometry as XYZ:
```
23
Properties=species:S:1:pos:R:3
S -2.001 1.719 -2.636
N 0.557 -0.215 1.195
C -1.304 -0.931 2.525
C -1.243 0.578 -1.380
C 1.006 -0.079 -0.345
C 0.154 0.980 -1.055
C -0.474 -1.302 1.283
C 2.515 0.203 -0.535
H -1.956 0.520 -0.547
H 0.793 -1.023 -0.837
H 3.117 -0.724 -0.617
H -1.043 -1.473 0.364
H 2.771 0.756 -1.460
H 0.065 0.648 1.492
H 0.769 1.253 -1.914
H -1.139 0.129 2.835
H 0.236 1.930 -0.511
H -2.367 -0.881 2.318
H -1.071 -1.556 3.390
H 2.884 0.608 0.385
H -1.194 -0.396 -1.870
H 0.137 -2.159 1.607
H -1.214 1.415 -3.688
```

Calculated values
spin multiplicity: 1
gap between HOMO and LUMO: 9.8640 eV
highest occupied orbital energy: -8.9 eV
ΔE to the lowest compared entry with this formula, charge and spin: 27.3 kcal/mol

(4)
Formula: C33H38AsN5O7PRbS2
Source: the OMol25 dataset
Level of theory: wB97M-V/def2-TZVPD

Geometry as XYZ:
```
88
Properties=species:S:1:pos:R:3
Rb 0.326 0.818 -0.617
As 2.105 -1.004 -3.180
S -0.801 3.080 -2.791
S -0.483 -2.967 -1.445
P 3.621 -0.438 0.946
O 3.257 0.117 -4.042
O -1.401 4.338 -3.197
O 0.470 3.241 -2.080
O 2.431 -0.649 -1.598
O 0.557 0.225 -3.319
O 2.257 0.025 1.313
O -1.728 2.206 -2.058
N -1.110 -2.451 -3.958
N -2.385 -0.340 0.829
N -2.261 -4.276 -2.941
N -1.461 2.503 1.364
N -0.631 -2.341 2.210
C -1.807 -2.655 -5.054
C 0.158 1.106 -6.824
C 5.056 -4.220 0.352
C 4.821 -0.539 4.830
C -2.763 -3.656 -5.182
C 4.069 1.922 -0.351
C 4.686 -0.306 2.432
C 6.025 0.071 2.406
C -2.025 -2.560 1.805
C -2.773 1.962 1.713
C 4.983 -2.869 0.665
C 4.636 2.764 -1.297
C 0.233 0.934 -4.386
C 0.481 0.417 -5.673
C 4.087 -0.603 3.655
C 6.161 -0.173 4.796
C 3.920 -4.890 -0.083
C 2.641 -2.865 0.099
C 5.456 0.114 -1.123
C 6.035 0.960 -2.056
C -0.390 2.210 -4.319
C -1.350 -3.267 -2.890
C -2.813 -1.267 1.864
C -3.951 -5.574 -4.050
C 4.469 0.593 -0.269
C 6.762 0.135 3.583
C 3.777 -2.186 0.527
C 2.712 -4.216 -0.207
C 5.623 2.283 -2.148
C -3.192 0.863 0.742
C -0.710 2.883 -5.493
C -0.443 2.356 -6.748
C -2.944 -4.454 -4.063
H 3.979 -5.943 -0.333
H -3.892 -1.489 1.789
H -0.318 -1.455 1.821
H -2.651 -0.800 2.842
H -1.594 -1.982 -5.884
H 3.036 -0.867 3.672
H -1.297 3.399 1.806
H 6.491 0.331 1.463
H 0.933 -0.564 -5.733
H 6.776 0.572 -2.744
H -3.569 2.721 1.698
H 7.803 0.434 3.552
H 3.411 0.890 -3.482
H -1.451 2.682 0.362
H -0.704 2.911 -7.642
H 1.720 -2.320 -0.051
H -4.256 0.642 0.938
H 3.272 2.280 0.290
H 6.733 -0.119 5.715
H 5.725 -0.935 -1.106
H -4.350 -5.768 -5.048
H -2.093 -2.971 0.791
H -3.326 -3.803 -6.095
H -2.735 1.558 2.730
H 1.819 -4.708 -0.573
H -4.778 -5.319 -3.385
H -2.487 -3.279 2.490
H 4.280 3.781 -1.391
H -3.128 1.257 -0.276
H 5.998 -4.746 0.452
H -2.328 -0.814 -0.068
H -0.051 -3.041 1.759
H -3.489 -6.481 -3.660
H 6.049 2.932 -2.903
H 5.866 -2.356 1.030
H 4.345 -0.770 5.775
H 0.376 0.659 -7.789
H -1.181 3.852 -5.393
```

Calculated values
spin multiplicity: 1
gap between HOMO and LUMO: 5.8284 eV
net charge: -2
highest occupied orbital energy: -2.0 eV
ΔE to the lowest compared entry with this formula, charge and spin: 0.0 kcal/mol

(5)
Formula: C3H12N3O
Source: the OMol25 dataset
Level of theory: wB97M-V/def2-TZVPD

Geometry as XYZ:
```
19
Properties=species:S:1:pos:R:3
O -0.594 -1.205 -1.889
N 2.092 0.033 1.226
N 0.429 0.792 2.647
N -0.079 0.055 0.512
C -0.336 -0.313 -2.981
C 0.796 0.334 1.450
C -1.524 0.135 0.677
H -0.434 -2.122 -2.152
H -1.812 0.205 1.721
H 0.737 -0.180 -3.150
H -1.945 -0.821 0.373
H 2.493 0.172 0.311
H 2.751 0.247 1.959
H 1.131 0.975 3.347
H -0.763 0.653 -2.730
H 0.230 -0.449 -0.320
H -0.451 1.251 2.799
H -0.783 -0.702 -3.886
H -1.938 0.940 0.085
```

Calculated values
spin multiplicity: 1
gap between HOMO and LUMO: 11.4124 eV
net charge: +1
highest occupied orbital energy: -14.3 eV
ΔE to the lowest compared entry with this formula, charge and spin: 22.5 kcal/mol

(6)
Formula: C14H18N4O2S
Source: the OMol25 dataset
Level of theory: wB97M-V/def2-TZVPD

Geometry as XYZ:
```
39
Properties=species:S:1:pos:R:3
S -4.339 -1.669 -0.064
O 0.052 0.686 1.228
O 6.038 -0.847 -0.250
N -2.412 0.184 -0.645
N -2.998 1.829 0.680
N 0.247 1.701 -0.785
N -3.870 0.829 0.875
C -3.514 -0.151 0.091
C 4.768 -0.413 -0.058
C 2.868 0.249 1.250
C 2.726 0.271 -1.142
C -1.058 2.337 -0.747
C -0.977 -1.787 -0.958
C 4.174 -0.195 1.183
C 4.023 -0.183 -1.218
C -2.125 1.451 -0.208
C 0.728 0.971 0.261
C 6.840 -1.116 0.876
C -1.742 -0.642 -1.615
C -5.666 -1.357 1.128
C 2.132 0.504 0.098
H -0.296 -1.406 -0.202
H -5.218 -1.140 2.092
H 2.167 0.413 -2.056
H -6.250 -0.508 0.788
H -1.671 -2.476 -0.483
H 7.798 -1.450 0.481
H 0.911 2.092 -1.435
H -6.270 -2.257 1.169
H -1.053 3.231 -0.112
H 4.716 -0.373 2.098
H 6.409 -1.909 1.496
H -1.313 2.633 -1.771
H -1.060 -0.005 -2.182
H -0.406 -2.326 -1.709
H 2.395 0.409 2.207
H -2.500 -1.048 -2.294
H 6.992 -0.219 1.485
H 4.492 -0.375 -2.171
```

Calculated values
spin multiplicity: 1
gap between HOMO and LUMO: 8.5460 eV
highest occupied orbital energy: -8.0 eV
ΔE to the lowest compared entry with this formula, charge and spin: 17.7 kcal/mol

(7)
Formula: C8H11NS
Source: the OMol25 dataset
Level of theory: wB97M-V/def2-TZVPD

Geometry as XYZ:
```
21
Properties=species:S:1:pos:R:3
S 2.895 -0.501 0.994
N 1.560 1.069 -0.588
C 1.340 0.220 0.305
C -2.566 -1.647 -0.680
C 2.849 1.603 -0.433
C -1.011 0.149 1.469
C 3.787 0.410 -0.549
C -0.446 -0.226 0.202
C -3.950 -1.571 -0.712
C -1.480 -1.367 -0.327
H -2.131 0.244 1.230
H -0.619 0.557 -0.522
H 4.875 0.447 -0.291
H 3.000 2.092 0.554
H -0.709 1.217 1.514
H -4.108 -0.632 -0.234
H -0.845 -0.362 2.409
H -4.477 -2.356 -0.184
H -4.557 -1.614 -1.646
H 3.578 -0.170 -1.504
H 3.014 2.438 -1.005
```

Calculated values
spin multiplicity: 1
gap between HOMO and LUMO: 9.6177 eV
highest occupied orbital energy: -9.0 eV
ΔE to the lowest compared entry with this formula, charge and spin: 130.5 kcal/mol

(8)
Formula: C42H39BiF5N4O11P2S2SeTe
Source: the OMol25 dataset
Level of theory: wB97M-V/def2-TZVPD

Geometry as XYZ:
```
108
Properties=species:S:1:pos:R:3
Bi 0.397 0.707 -0.447
Te 2.276 2.694 1.669
Se -2.271 0.237 0.049
S 3.124 2.907 -1.584
S -1.681 3.584 -2.543
P 3.758 -0.138 -2.690
P 3.688 -0.447 0.159
F 1.308 2.893 3.346
F 3.993 2.709 0.801
F 3.105 1.443 2.803
F 1.376 4.382 1.380
F 3.358 3.970 2.608
O 1.988 3.179 -0.546
O 0.578 1.904 1.293
O -0.731 2.509 -2.099
O 4.630 -0.813 1.211
O 4.348 0.903 -3.568
O 2.823 -1.706 -0.348
O 2.272 -0.293 -2.494
O 4.286 -1.599 -3.143
O 4.406 0.014 -1.200
O -3.806 -11.474 3.144
O 2.607 0.635 0.486
N 0.487 -1.206 1.147
N -0.123 -1.715 -1.452
N -1.170 -5.707 2.186
N -1.843 -6.064 0.099
C -0.406 -1.899 -2.725
C 2.303 3.190 -3.164
C -1.248 -4.822 0.108
C -3.349 6.412 -0.238
C -2.821 -9.396 3.557
C 4.176 4.334 -1.523
C -2.311 -7.850 1.779
C 0.916 -0.983 2.371
C 5.883 6.480 -1.468
C -2.047 4.628 -1.147
C 0.258 -3.159 3.104
C -2.817 -8.763 0.868
C -0.197 -3.406 1.801
C -1.029 -3.060 -3.189
C -2.319 -8.186 3.135
C 4.766 6.463 -0.645
C -1.028 -3.869 -0.932
C -2.935 1.554 1.266
C 1.896 4.616 -3.501
C -0.415 -2.663 -0.551
C -1.567 5.421 1.048
C -1.299 4.537 0.010
C -3.330 -9.989 1.278
C -0.661 4.775 -3.450
C 5.298 4.315 -2.341
C 0.834 -1.950 3.382
C -2.582 6.354 0.922
C 6.151 5.409 -2.312
C -4.046 3.368 3.072
C 0.659 5.137 -2.762
C -1.343 -4.044 -2.285
C -4.704 3.072 1.887
C -4.150 2.174 0.985
C -2.826 2.765 3.345
C -0.035 -2.411 0.836
C -2.270 1.861 2.452
C -1.770 -6.546 1.378
C 3.896 5.381 -0.661
C -3.085 5.543 -1.282
C -4.335 -12.418 2.235
C -3.332 -10.306 2.630
C -0.841 -4.627 1.403
H -1.308 1.419 2.667
H -0.514 3.804 0.124
H -2.301 -6.504 -0.678
H -4.661 1.946 0.058
H -2.289 3.001 4.255
H -4.155 7.130 -0.323
H -4.660 -13.265 2.833
H -5.190 -12.010 1.690
H 6.562 7.323 -1.437
H -3.576 -12.750 1.521
H 5.188 -1.522 -3.469
H -5.651 3.546 1.658
H -1.314 5.639 -3.591
H 0.721 6.223 -2.678
H 1.332 -0.007 2.579
H 7.033 5.416 -2.938
H 1.223 -1.712 4.361
H 0.669 4.755 -1.740
H -0.110 -1.103 -3.398
H 5.494 3.453 -2.968
H 4.572 7.289 0.027
H 1.455 2.504 -3.124
H -1.922 -7.475 3.846
H 1.721 4.645 -4.582
H -0.502 4.314 -4.428
H -3.674 5.577 -2.191
H -1.246 -3.174 -4.242
H -2.794 7.034 1.737
H 3.038 5.338 -0.004
H 2.444 -1.508 -1.220
H -1.822 -4.957 -2.619
H -3.713 -10.676 0.539
H 0.149 -3.930 3.854
H 3.025 2.777 -3.870
H -2.813 -8.547 -0.194
H -4.476 4.073 3.772
H -0.958 5.361 1.939
H -2.831 -9.663 4.605
H 2.733 5.290 -3.315
```

Calculated values
spin multiplicity: 1
gap between HOMO and LUMO: 6.7362 eV
net charge: -1
highest occupied orbital energy: -5.1 eV
ΔE to the lowest compared entry with this formula, charge and spin: 24.2 kcal/mol